11 unconnected molecules or ions with the total composition H22O11 at a distorted geometry. Source: the OMol25 dataset; level of theory: ωB97M-V with the def2-TZVPD basis set.

CARTESIAN COORDINATES (ANGSTROEM)
H  1.373  0.052  -0.443
H  -0.091  -0.292  -0.661
H  -0.386  -2.482  -0.214
H  -0.690  -1.335  0.736
H  3.652  -4.379  0.085
H  3.427  -2.934  -0.328
H  -2.453  -0.545  0.042
H  -1.962  0.126  -1.230
H  4.289  2.920  1.222
H  3.303  3.901  0.609
H  1.908  -2.793  -0.993
H  0.685  -3.472  -1.589
H  -1.017  -0.887  3.727
H  -1.189  -1.094  5.223
H  3.222  1.780  -0.715
H  3.944  2.129  -2.006
H  -1.131  4.681  -1.441
H  -1.100  3.329  -2.136
H  -3.086  1.259  2.536
H  -3.027  1.943  1.180
H  -5.441  -1.996  -1.907
H  -4.116  -1.404  -1.454
O  0.502  0.154  -0.045
O  0.032  -1.747  0.248
O  4.119  -3.549  -0.060
O  -2.588  -0.534  -0.912
O  4.137  3.863  1.092
O  1.509  -3.038  -1.836
O  -0.652  -0.620  4.578
O  3.141  2.320  -1.509
O  -1.634  4.127  -2.048
O  -3.643  1.686  1.876
O  -5.035  -1.168  -1.625

Atoms 1-6, force components in eV/Å:
H -0.20 0.11 0.01
H 0.77 0.38 -0.01
H -0.32 -0.44 0.30
H 0.39 -0.27 0.19
H 0.10 0.01 -0.04
H 0.51 -0.12 0.10

energy above the lowest of the compared OMol25 structures with the same formula, charge and spin = 4.788 eV
highest occupied orbital energy = -10.64 eV
net charge = 0
DFT total energy = -22876.7256 eV
LUMO energy = -0.7 eV
HOMO-LUMO gap = 9.949 eV

Here is what natural (NBO) gives for the atomic charges, in e: 0.470, 0.471, 0.452, 0.466, 0.471, 0.443, 0.466, 0.481, 0.458, 0.474, 0.449, 0.460, 0.458, 0.471, 0.458, 0.477, 0.469, 0.466, 0.462, 0.468, 0.457, 0.479, -0.944, -0.921, -0.912, -0.936, -0.931, -0.910, -0.929, -0.935, -0.935, -0.929, -0.945

A molecular structure, C32H46CaGeNO7PTe. Source: the OMol25 dataset; level of theory: ωB97M-V with the def2-TZVPD basis set.

CARTESIAN COORDINATES (ANGSTROEM)
Ca  -0.713  0.400  -0.239
N  1.993  0.980  3.313
C  1.261  1.120  2.155
O  0.051  0.954  2.163
C  2.031  1.419  0.911
C  2.542  0.080  0.295
H  1.517  0.480  4.047
H  2.974  0.781  3.203
H  2.883  2.074  1.120
H  1.371  1.928  0.202
H  3.467  -0.190  0.844
H  2.861  0.333  -0.723
C  -0.612  4.580  -1.755
Te  -2.008  3.525  -0.525
C  -2.289  5.409  0.632
H  0.174  5.014  -1.136
H  -1.127  5.369  -2.305
H  -0.184  3.829  -2.414
H  -2.869  6.152  0.079
H  -1.316  5.834  0.893
H  -2.821  5.163  1.556
O  0.224  1.608  -1.776
O  -1.236  1.648  -1.971
C  1.503  -1.038  0.248
Ge  1.957  -2.420  -0.993
C  0.584  -3.838  -1.011
C  0.679  -4.956  -1.840
C  -0.312  -5.930  -1.855
C  -1.425  -5.794  -1.031
C  -1.533  -4.687  -0.201
C  -0.537  -3.719  -0.190
C  2.239  -1.730  -2.818
C  1.223  -0.934  -3.344
C  1.356  -0.284  -4.564
C  2.513  -0.465  -5.308
C  3.528  -1.290  -4.826
C  3.392  -1.908  -3.589
C  3.652  -3.391  -0.607
C  4.863  -2.696  -0.664
C  6.062  -3.291  -0.290
C  6.078  -4.606  0.159
C  4.884  -5.312  0.233
C  3.689  -4.706  -0.142
H  1.305  -1.451  1.245
H  1.540  -5.063  -2.496
H  -0.225  -6.786  -2.514
H  -2.208  -6.544  -1.046
H  -2.404  -4.561  0.432
H  -0.657  -2.847  0.439
H  0.305  -0.781  -2.804
H  0.574  0.397  -4.874
H  2.634  0.048  -6.257
H  4.433  -1.442  -5.407
H  4.193  -2.546  -3.229
H  4.869  -1.663  -1.000
H  6.985  -2.724  -0.347
H  7.012  -5.074  0.451
H  4.880  -6.337  0.588
H  2.766  -5.274  -0.075
C  -5.702  -0.730  -2.547
C  -4.603  -1.282  -1.648
C  -4.969  -2.679  -1.152
C  -3.278  -1.297  -2.408
O  -4.575  -0.356  -0.545
P  -3.637  -0.442  0.772
O  -3.490  0.937  1.288
O  -2.408  -1.240  0.469
O  -4.525  -1.372  1.780
C  -5.561  -0.848  2.629
C  -6.519  0.067  1.869
C  -4.925  -0.109  3.803
C  -6.301  -2.087  3.118
H  -5.842  -1.375  -3.418
H  -5.428  0.271  -2.885
H  -6.642  -0.667  -1.994
H  -5.030  -3.374  -1.993
H  -5.933  -2.659  -0.636
H  -4.207  -3.033  -0.459
H  -3.423  -1.753  -3.391
H  -2.531  -1.880  -1.873
H  -2.902  -0.278  -2.545
H  -5.991  0.948  1.506
H  -7.331  0.381  2.531
H  -6.945  -0.460  1.014
H  -4.354  0.740  3.429
H  -4.250  -0.781  4.338
H  -5.698  0.237  4.495
H  -6.737  -2.621  2.271
H  -7.099  -1.808  3.812
H  -5.606  -2.758  3.628

Atoms 1-6, force components in eV/Å:
Ca -0.12 0.06 0.44
N -0.02 0.01 -0.01
C -0.07 -0.03 0.01
O 0.08 0.01 -0.05
C 0.13 -0.08 -0.09
C 0.00 -0.07 -0.02

energy above the lowest of the compared OMol25 structures with the same formula, charge and spin = 0.338 eV
highest occupied orbital energy = -0.49 eV
net charge = -2
DFT total energy = -141294.1829 eV
LUMO energy = 4.3 eV
HOMO-LUMO gap = 4.819 eV

Here is what Mulliken gives for the atomic charges, in e: 1.132, -0.480, 0.307, -0.493, -0.550, -0.419, 0.272, 0.236, 0.509, -0.095, 0.324, 0.268, -1.005, 0.742, -1.240, 0.291, 0.388, 0.120, 0.294, 0.285, 0.281, -0.726, -0.872, -0.790, 2.231, -0.219, 0.118, -0.749, -0.578, -0.268, -0.710, 0.132, -0.260, -0.528, -0.397, -0.563, -0.466, -0.394, -0.184, -0.762, -0.393, -0.622, -0.375, 0.314, 0.418, 0.361, 0.364, 0.390, -0.018, -0.034, 0.437, 0.328, 0.377, 0.378, 0.450, 0.349, 0.345, 0.374, 0.281, -1.952, 2.108, -1.332, -1.175, -0.085, 0.514, -0.864, -0.556, -0.253, 1.773, -1.492, -1.644, -1.827, 0.397, 0.396, 0.410, 0.492, 0.294, 0.043, 0.560, -0.074, 0.164, 0.272, 0.509, 0.244, 0.264, 0.330, 0.460, 0.363, 0.390, 0.365